Formula: C25H39AsCl2NO4PS5W
Source: the OMol25 dataset
Level of theory: wB97M-V/def2-TZVPD

## Properties
**Strongest force on any atom**: 1.259 eV/Å
**Highest occupied orbital energy (alpha / beta)**: -0.52 / -1.51 eV
**M**: 938.6 g/mol
**Total charge**: -2
**Relative energy (zero: lowest compared OMol25 entry of this formula, charge and spin)**: 223.8 kJ/mol
**Multiplicity**: 3
**Kohn-Sham gap (alpha / beta)**: 4.59 / 5.57 eV
**Energy**: -187417.444 eV

Element x y z (Å)
W: 0.357 -0.993 1.004
S: 3.233 0.813 3.370
As: 1.436 0.969 2.143
S: 2.170 -1.265 -0.301
S: -0.350 0.124 3.085
S: 1.625 3.086 2.379
O: 0.132 1.727 -0.808
P: 0.024 2.975 -1.597
C: -0.274 4.337 -0.410
C: -0.061 5.798 -0.821
C: -1.327 6.481 -1.325
C: -2.444 6.372 -0.290
C: -2.737 4.912 0.042
C: -1.495 4.159 0.505
C: -1.137 2.616 -2.985
C: -2.186 1.543 -2.602
C: -3.590 2.060 -2.328
C: -4.067 2.979 -3.445
C: -3.115 4.157 -3.608
C: -1.688 3.708 -3.921
C: 1.670 3.452 -2.292
C: 2.596 2.215 -2.269
C: 2.431 1.331 -3.496
C: 2.665 2.131 -4.776
C: 1.707 3.318 -4.870
C: 1.796 4.207 -3.627
H: 0.588 4.043 0.222
H: 0.743 5.889 -1.553
H: 0.279 6.340 0.068
H: -1.650 6.015 -2.260
H: -1.116 7.530 -1.557
H: -3.350 6.873 -0.643
H: -2.126 6.894 0.619
H: -3.151 4.433 -0.846
H: -3.509 4.842 0.812
H: -1.694 3.095 0.643
H: -1.211 4.527 1.495
H: -0.408 2.038 -3.564
H: -1.800 0.962 -1.762
H: -2.250 0.844 -3.443
H: -3.630 2.586 -1.369
H: -4.255 1.198 -2.227
H: -5.083 3.339 -3.259
H: -4.098 2.410 -4.382
H: -3.132 4.741 -2.688
H: -3.457 4.830 -4.402
H: -1.028 4.577 -3.954
H: -1.692 3.301 -4.939
H: 2.041 4.135 -1.519
H: 2.417 1.624 -1.369
H: 3.630 2.578 -2.230
H: 1.431 0.889 -3.491
H: 3.117 0.485 -3.427
H: 2.569 1.499 -5.662
H: 3.694 2.510 -4.766
H: 0.694 2.936 -4.987
H: 1.910 3.918 -5.763
H: 1.084 5.034 -3.693
H: 2.790 4.672 -3.627
Cl: -0.690 -1.681 -2.655
C: -2.170 -1.909 -1.773
C: -3.221 -2.504 -2.450
C: -4.445 -2.721 -1.828
C: -4.590 -2.312 -0.506
C: -3.531 -1.712 0.146
Cl: -3.784 -1.201 1.793
C: -2.265 -1.465 -0.443
N: -1.317 -0.817 0.228
H: -3.060 -2.800 -3.478
H: -5.264 -3.183 -2.361
H: -5.517 -2.448 0.033
C: 2.189 -4.455 1.158
S: 0.849 -3.668 1.965
O: 0.299 -4.634 2.881
O: 1.362 -2.416 2.570
O: -0.086 -3.203 0.890
H: 2.912 -4.722 1.923
H: 2.605 -3.749 0.434
H: 1.794 -5.344 0.676

***

Formula: C12H16FNO4
Source: the OMol25 dataset
Level of theory: wB97M-V/def2-TZVPD

## Properties
**Strongest force on any atom**: 1.219 eV/Å
**Highest occupied orbital energy**: -6.35 eV
**M**: 257.3 g/mol
**Relative energy (zero: lowest compared OMol25 entry of this formula, charge and spin)**: 376.2 kJ/mol
**Kohn-Sham gap**: 4.56 eV
**Energy**: -25095.912 eV

Element x y z (Å)
F: 0.177 -0.861 0.124
N: 0.334 -2.315 0.401
C: 1.194 -2.662 1.368
C: 1.376 -4.019 1.611
C: 0.672 -4.964 0.853
C: -0.208 -4.522 -0.142
C: -0.374 -3.158 -0.366
H: 1.716 -1.887 1.917
H: 2.072 -4.323 2.393
H: 0.811 -6.036 1.035
H: -0.772 -5.225 -0.756
H: -1.034 -2.760 -1.124
H: 0.630 1.723 -1.171
C: -0.129 1.650 -0.402
C: -1.497 1.625 -0.785
O: -2.500 1.761 -0.107
O: -1.581 1.372 -2.142
C: -2.953 1.359 -2.569
C: -3.013 1.240 -4.073
C: 0.205 2.026 0.928
O: -0.514 2.221 1.889
O: 1.579 2.128 1.034
C: 1.949 2.548 2.357
C: 3.435 2.807 2.405
H: -3.450 0.498 -2.095
H: -3.468 2.281 -2.251
H: -4.058 1.092 -4.354
H: -2.669 2.160 -4.559
H: -2.437 0.385 -4.443
H: 1.406 3.464 2.643
H: 1.675 1.747 3.061
H: 3.712 2.983 3.446
H: 4.015 1.954 2.037
H: 3.698 3.708 1.838

***

Formula: C3H8O2S
Source: the OMol25 dataset
Level of theory: wB97M-V/def2-TZVPD

## Properties
**Strongest force on any atom**: 0.810 eV/Å
**Highest occupied orbital energy**: 0.37 eV
**M**: 108.2 g/mol
**Total charge**: -2
**Relative energy (zero: lowest compared OMol25 entry of this formula, charge and spin)**: 13.0 kJ/mol
**Kohn-Sham gap**: 5.71 eV
**Energy**: -18169.323 eV

Element x y z (Å)
C: -0.058 -0.396 -0.361
O: -1.432 -0.510 -0.520
C: 0.352 0.591 0.761
C: 1.790 0.378 1.263
S: 2.306 1.453 2.664
H: 0.451 -1.364 -0.136
H: 0.419 -0.009 -1.300
H: -0.330 0.416 1.588
H: 0.233 1.616 0.413
H: 2.460 0.588 0.417
H: 1.919 -0.676 1.528
H: -1.961 -0.804 -1.615
H: -3.415 -0.368 -2.144
O: -2.734 -0.915 -2.559

***

Formula: C3H8N
Source: the OMol25 dataset
Level of theory: wB97M-V/def2-TZVPD

## Properties
**Strongest force on any atom**: 2.088 eV/Å
**Highest occupied orbital energy (alpha / beta)**: -3.74 / -10.44 eV
**M**: 58.1 g/mol
**Relative energy (zero: lowest compared OMol25 entry of this formula, charge and spin)**: 198.9 kJ/mol
**Multiplicity**: 2
**Kohn-Sham gap (alpha / beta)**: 4.86 / 11.13 eV
**Energy**: -4726.763 eV

Element x y z (Å)
C: -1.058 0.983 0.039
C: 0.002 -0.040 -0.231
C: 0.193 -0.783 -1.320
N: 0.810 -0.401 0.962
H: -0.651 1.944 -0.318
H: -1.947 0.809 -0.561
H: -1.099 1.167 1.110
H: 0.979 -1.525 -1.292
H: -0.370 -0.656 -2.233
H: 0.214 -0.442 1.839
H: 1.584 0.249 1.179
H: 1.344 -1.306 0.826

***

Formula: C44H87N3O11PS
Source: the OMol25 dataset
Level of theory: wB97M-V/def2-TZVPD

## Properties
**Strongest force on any atom**: 3.061 eV/Å
**Highest occupied orbital energy**: -10.27 eV
**M**: 897.2 g/mol
**Total charge**: +1
**Kohn-Sham gap**: 7.20 eV
**Energy**: -94148.125 eV

Element x y z (Å)
C: 2.656 4.463 4.627
C: 1.593 4.797 3.842
N: 1.857 5.622 2.651
C: 2.266 4.968 1.483
C: 2.483 3.453 1.261
C: 2.437 6.060 0.543
P: 2.956 5.801 -1.236
O: 1.718 4.944 -1.952
O: 3.090 7.239 -2.055
S: 4.587 4.781 -1.232
N: 2.135 7.239 1.252
N: 2.239 8.490 0.623
C: 1.755 6.985 2.541
C: 1.302 7.999 3.626
C: 0.182 8.974 3.085
C: -1.260 8.365 3.226
C: -1.441 7.229 2.107
C: -2.931 7.062 1.669
C: -3.183 5.798 0.740
C: -2.679 4.524 1.523
C: -3.302 3.172 1.041
C: -2.673 1.911 1.801
C: -1.670 2.264 2.959
C: -1.049 0.983 3.676
H: 3.442 5.204 4.905
H: 2.815 3.415 4.981
H: 0.539 4.514 4.044
H: 3.508 3.319 0.829
H: 2.488 2.929 2.247
H: 1.692 3.069 0.570
H: 0.900 5.300 -1.540
H: 3.925 7.657 -1.763
H: 2.330 9.227 1.333
H: 3.166 8.475 0.180
H: 0.951 7.399 4.499
H: 2.196 8.605 3.936
H: 0.242 9.955 3.631
H: 0.312 9.223 1.997
H: -2.085 9.099 3.081
H: -1.329 7.821 4.208
H: -0.812 7.524 1.220
H: -0.986 6.303 2.549
H: -3.184 7.960 1.038
H: -3.628 6.963 2.536
H: -4.296 5.708 0.601
H: -2.728 5.911 -0.276
H: -2.820 4.728 2.616
H: -1.571 4.453 1.323
H: -4.423 3.153 1.133
H: -3.098 3.008 -0.054
H: -2.181 1.190 1.104
H: -3.537 1.380 2.285
H: -2.267 2.800 3.748
H: -0.791 2.881 2.623
H: -1.586 0.037 3.445
H: -1.032 1.217 4.776
H: 0.039 0.934 3.387
C: 1.562 -0.158 -0.634
C: 2.650 -0.585 0.311
O: 2.861 0.013 1.349
C: 3.468 -1.785 -0.084
H: 1.052 0.718 -0.226
H: 1.991 0.106 -1.602
H: 0.835 -0.964 -0.750
H: 3.981 -1.591 -1.028
H: 2.822 -2.660 -0.177
H: 4.215 -1.983 0.686
C: 0.597 -0.360 8.959
C: 0.006 -0.396 7.572
O: -1.145 -0.077 7.369
C: 0.905 -0.845 6.448
H: -0.160 -0.020 9.665
H: 0.924 -1.360 9.250
H: 1.440 0.333 8.987
H: 1.245 -1.866 6.628
H: 1.761 -0.171 6.365
H: 0.348 -0.821 5.511
C: 4.022 -5.242 3.299
C: 3.425 -5.379 1.921
O: 2.278 -5.053 1.696
C: 4.308 -5.938 0.835
H: 3.275 -4.828 3.976
H: 4.328 -6.222 3.671
H: 4.879 -4.567 3.267
H: 4.627 -6.949 1.098
H: 5.178 -5.294 0.694
H: 3.748 -5.980 -0.099
C: 0.748 -0.450 -5.560
C: 1.841 -0.865 -4.615
O: 2.051 -0.260 -3.579
C: 2.664 -2.061 -5.002
H: 0.233 0.424 -5.159
H: 1.172 -0.190 -6.531
H: 0.027 -1.261 -5.670
H: 3.174 -1.872 -5.949
H: 2.022 -2.939 -5.090
H: 3.414 -2.249 -4.232
C: -0.873 -4.695 -5.687
C: -0.018 -4.307 -6.864
O: 1.169 -4.083 -6.737
C: -0.693 -4.208 -8.207
H: -0.258 -4.726 -4.788
H: -1.665 -3.956 -5.544
H: -1.306 -5.684 -5.850
H: -1.476 -3.448 -8.173
H: -1.118 -5.175 -8.482
H: 0.041 -3.921 -8.960
C: -3.798 -2.063 -1.692
C: -2.562 -1.623 -2.435
O: -2.063 -2.317 -3.294
C: -1.972 -0.287 -2.067
H: -4.111 -3.041 -2.059
H: -3.582 -2.142 -0.624
H: -4.607 -1.350 -1.859
H: -1.675 -0.290 -1.016
H: -2.699 0.506 -2.253
H: -1.088 -0.102 -2.680
C: -1.280 -7.791 -0.977
C: -1.555 -6.794 -2.073
O: -2.053 -7.132 -3.126
C: -1.185 -5.357 -1.807
H: -1.593 -8.782 -1.299
H: -0.211 -7.815 -0.758
H: -1.841 -7.522 -0.081
H: -0.112 -5.277 -1.623
H: -1.744 -4.983 -0.946
H: -1.437 -4.751 -2.677
C: -0.437 -10.334 3.532
C: -0.712 -9.335 2.437
O: -1.210 -9.675 1.385
C: -0.342 -7.897 2.704
H: -0.752 -11.324 3.204
H: 0.632 -10.360 3.752
H: -0.999 -10.066 4.429
H: 0.731 -7.817 2.888
H: -0.899 -7.523 3.566
H: -0.593 -7.290 1.836
C: -3.853 -1.081 -6.520
C: -3.007 -0.689 -7.705
O: -1.824 -0.452 -7.583
C: -3.690 -0.604 -9.045
H: -3.232 -1.102 -5.623
H: -4.653 -0.351 -6.376
H: -4.276 -2.075 -6.677
H: -4.482 0.147 -9.013
H: -4.106 -1.577 -9.314
H: -2.963 -0.313 -9.803

***

Formula: C8H18N3O
Source: the OMol25 dataset
Level of theory: wB97M-V/def2-TZVPD

## Properties
**Strongest force on any atom**: 4.450 eV/Å
**Highest occupied orbital energy**: -10.55 eV
**M**: 172.3 g/mol
**Total charge**: +1
**Relative energy (zero: lowest compared OMol25 entry of this formula, charge and spin)**: 217.9 kJ/mol
**Kohn-Sham gap**: 4.96 eV
**SMILES**: C=[NH+]CCN/C(=C(\C)O)N(C)C
**Energy**: -15095.136 eV

Element x y z (Å)
C: 3.535 -1.026 0.157
N: 3.307 0.209 -0.183
C: 2.116 0.648 -0.808
C: 1.068 1.293 0.157
N: 0.329 0.191 0.802
C: -0.929 -0.294 0.324
C: -1.265 -1.563 0.124
C: -0.375 -2.777 0.316
O: -2.453 -1.946 -0.322
N: -1.989 0.659 0.060
C: -2.180 1.704 1.127
C: -2.144 1.131 -1.318
H: 2.863 -1.743 -0.422
H: 4.401 -1.329 0.805
H: 3.653 0.948 0.362
H: 1.415 -0.161 -1.097
H: 2.154 1.360 -1.650
H: 1.661 1.898 0.881
H: 0.357 1.953 -0.347
H: 0.995 -0.492 1.184
H: -1.043 -3.544 0.630
H: 0.438 -2.523 1.161
H: 0.238 -3.056 -0.525
H: -3.060 -1.294 -0.130
H: -1.954 0.992 1.992
H: -1.347 2.480 1.002
H: -3.203 2.269 0.886
H: -1.426 1.913 -1.595
H: -2.118 0.323 -2.112
H: -3.042 1.780 -1.462